No. 1
Computed, not measured: C4H9NO2 as an isolated structure, with wB97M-V/def2-TZVPD.

The calculation puts the energy relative to the best compared isomer or geometry (same formula, charge and spin) at 94.9 kcal/mol. For the HOMO-LUMO gap, the calculation gives 0.3276 hartree.

```
16
C4H9NO2 wB97M-V/def2-TZVPD
C -2.044 -0.890 -0.226
C -0.586 -0.624 -0.453
O -0.668 0.986 -1.392
C 0.129 -0.253 0.814
N 1.585 -0.130 0.720
C 2.211 0.920 0.163
O 1.659 1.899 -0.326
H -2.120 -1.918 0.155
H -2.602 -0.862 -1.165
H -2.541 -0.225 0.497
H -0.252 0.082 -1.701
H 0.099 1.501 -1.043
H -0.264 0.664 1.276
H -0.068 -1.067 1.525
H 2.152 -0.927 0.961
H 3.310 0.845 0.193
```

No. 2
Computed, not measured: one molecule with the formula C4H9NO2 at a distorted geometry, with wB97M-V/def2-TZVPD.

The calculation puts the energy relative to the best compared isomer or geometry (same formula, charge and spin) at 73.7 kcal/mol. For the HOMO-LUMO gap, the calculation gives 0.3464 hartree. Its structure (SMILES) is CN[C@H](C)C(=O)O.

```
16
C4H9NO2 wB97M-V/def2-TZVPD
C -1.791 -0.745 -0.082
N -0.652 -0.360 -0.959
C 0.754 -0.361 1.355
C 0.571 -0.064 -0.184
C 0.659 1.432 -0.196
O 0.931 1.484 -1.533
O 0.579 2.391 0.449
H -1.592 -0.858 1.014
H -2.101 -1.763 -0.505
H -2.712 -0.239 -0.324
H -0.387 -1.045 -1.728
H 0.426 -1.380 1.702
H 1.840 -0.237 1.412
H 0.387 0.293 2.064
H 1.420 -0.579 -0.657
H 1.669 2.031 -1.828
```

No. 3
Computed, not measured: one molecule with the formula C4H9NO2, with wB97M-V/def2-TZVPD.

The calculation puts the energy relative to the best compared isomer or geometry (same formula, charge and spin) at 21.9 kcal/mol. For the HOMO-LUMO gap, the calculation gives 0.3857 hartree. Its structure (SMILES) is CNC(=O)CCO.

```
16
C4H9NO2 wB97M-V/def2-TZVPD
C 0.959 0.496 -0.189
C 0.764 0.095 -1.647
O 1.271 1.082 -2.538
C 0.050 -0.295 0.734
N -1.089 0.364 1.076
C -2.135 -0.274 1.818
O 0.310 -1.403 1.166
H 1.996 0.285 0.077
H 0.875 1.567 -0.036
H -0.288 0.000 -1.921
H 1.294 -0.846 -1.794
H 2.236 0.997 -2.582
H -1.327 1.167 0.516
H -2.659 0.465 2.416
H -2.805 -0.853 1.176
H -1.680 -0.993 2.491
```

No. 4
Computed, not measured: a 2-piece molecular cluster, C4H9NO2 overall at a distorted geometry, with wB97M-V/def2-TZVPD.

The calculation puts the energy relative to the best compared isomer or geometry (same formula, charge and spin) at 157.8 kcal/mol. For the HOMO-LUMO gap, the calculation gives 0.3559 hartree. Its structure (SMILES) is C=[N+]([O-])O.C=CC.

```
16
C4H9NO2 wB97M-V/def2-TZVPD
C -3.463 -0.307 -0.313
C 1.063 -0.799 -0.770
C 1.371 1.033 0.906
C 0.968 -0.226 0.580
N -2.293 0.071 -0.061
O -1.781 1.288 -0.542
O -1.520 -0.556 0.637
H -3.826 -1.152 0.327
H -4.085 0.418 -0.798
H 0.646 -1.755 -0.719
H 0.491 -0.067 -1.436
H 2.077 -0.637 -1.094
H 1.306 1.424 1.903
H -0.910 1.609 -0.398
H 2.110 1.609 0.421
H 0.474 -0.792 1.327
```

No. 5
Computed, not measured: one molecule with the formula C4H9NO2 at a distorted geometry, with wB97M-V/def2-TZVPD.

The calculation puts the energy relative to the best compared isomer or geometry (same formula, charge and spin) at 187.2 kcal/mol. For the HOMO-LUMO gap, the calculation gives 0.3501 hartree. Its structure (SMILES) is CO[N+]([O-])=C(C)C.

```
16
C4H9NO2 wB97M-V/def2-TZVPD
C 0.912 -0.160 -0.018
C 1.550 1.253 -0.115
C 1.531 -1.488 0.086
C -2.605 0.570 0.203
N -0.370 -0.173 -0.138
O -1.228 -1.602 0.019
O -1.249 0.855 -0.188
H 0.857 1.942 -0.261
H 2.038 1.426 0.733
H 2.338 1.089 -0.981
H 2.557 -1.377 0.682
H 0.831 -2.105 0.461
H 1.803 -1.823 -0.991
H -3.338 1.227 -0.395
H -2.624 0.753 1.217
H -3.002 -0.386 -0.316
```

No. 6
Computed, not measured: a 2-piece molecular cluster, C4H9NO2 overall, with wB97M-V/def2-TZVPD.

The calculation puts the energy relative to the best compared isomer or geometry (same formula, charge and spin) at 19.7 kcal/mol. For the HOMO-LUMO gap, the calculation gives 0.3891 hartree. Its structure (SMILES) is NC(=O)CC=O.C.

```
16
C4H9NO2 wB97M-V/def2-TZVPD
C 1.672 1.719 -1.206
C -1.277 0.166 -0.560
O -1.091 -0.668 -1.420
C -0.824 0.063 0.876
C -0.646 -1.327 1.494
O -0.864 -1.504 2.678
N -0.169 -2.286 0.659
H 2.302 1.164 -0.504
H 1.036 2.419 -0.656
H 2.308 2.279 -1.895
H -1.792 1.114 -0.818
H 1.054 1.018 -1.773
H 0.147 0.579 0.922
H -1.498 0.632 1.522
H -0.129 -3.225 1.024
H -0.231 -2.143 -0.342
```